235
Properties=species:S:1:pos:R:3:forces:R:3:mulliken_charge:R:1 method="wB97M-V/def2-TZVPD" largest_force_ev_per_a=4.7 relative_energy_ev=3.893 total_charge=0 gap_ha=0.3033 smiles=CC1(C)CCCC(C)(C)N1O.CC1(C)CCCC(C)(C)N1O.CC1(C)CCCC(C)(C)N1O.CC1(C)CCCC(C)(C)N1O.CC1(C)CCCC(C)(C)N1O.COC[C@H](C)N.COC[C@H](C)N.COC[C@H](C)N.COC[C@H](C)N.COC[C@H](C)N energy_ha=-3866.0814
H 27.22734 15.87216 19.06598 -0.220 -0.012 0.286 0.40
H 29.81030 14.78528 11.02830 -0.602 -0.153 -0.202 0.39
C 27.39200 19.59448 13.16590 -1.705 -0.035 -0.882 -1.66
H 19.55910 8.69214 14.09636 0.262 -0.017 0.065 0.35
H 22.80092 12.20062 20.70291 -0.759 0.725 -0.128 0.06
H 24.94720 18.72828 12.69210 -0.278 0.095 -0.112 -0.33
H 22.23024 16.80016 20.52655 -0.176 -0.189 0.360 0.61
H 20.11822 12.70572 21.12748 0.169 0.264 -0.120 -0.13
O 26.04806 14.09046 20.50442 0.377 0.400 0.186 -0.61
H 17.86438 20.15248 19.31064 0.218 0.286 -0.510 0.39
C 17.52854 14.98852 21.08892 0.469 0.046 0.266 -1.60
C 24.09478 8.50202 17.05582 0.645 -0.081 -0.407 -0.86
H 23.93036 21.79162 15.47646 -0.266 0.133 0.097 0.65
H 12.69162 14.46386 17.19638 -0.060 0.605 -0.385 0.23
O 16.74422 19.19912 20.67682 0.523 -0.242 -0.264 -0.21
H 22.85900 13.68896 8.38564 -0.635 -0.181 0.204 0.35
H 24.25642 12.06394 11.66858 -0.168 -0.267 -0.971 0.51
H 19.45497 13.42598 12.75312 0.712 -0.127 0.247 -0.15
C 24.12040 13.14154 11.57708 0.726 -0.338 0.073 -1.96
H 24.04280 13.31268 12.65076 -0.683 1.069 0.046 0.18
H 18.42694 10.00858 14.12050 -0.154 0.058 -0.262 0.41
C 13.22030 13.82568 16.48834 0.448 -0.510 0.867 0.54
H 22.09016 22.96628 14.11086 -1.291 -0.520 0.559 0.54
C 11.09130 13.06476 13.59434 -0.733 1.005 -0.405 -0.81
H 18.11752 18.93436 16.92500 0.350 0.048 -0.329 0.27
H 19.51068 16.99674 18.42734 -0.034 -0.416 0.605 -0.09
H 26.12466 14.27392 21.44360 0.525 -0.083 0.556 0.33
C 15.38374 13.71980 21.01554 -0.814 0.614 0.661 -2.06
H 26.56392 17.49580 18.76884 -0.027 0.019 0.021 0.44
H 21.56140 16.73516 10.30744 -0.135 0.270 -0.702 0.38
C 19.10699 17.74642 19.10784 -0.564 0.829 1.000 -1.27
C 14.72338 14.19468 16.63100 -1.018 0.871 0.066 -1.23
H 20.17764 15.30434 14.23848 0.229 0.546 -0.211 -0.20
C 20.63106 19.31724 12.19406 -0.128 -0.455 -0.722 -2.16
O 28.34162 18.46792 10.78242 -0.795 -0.908 0.182 -0.50
H 22.42668 11.01556 14.29940 0.476 0.042 0.070 0.06
C 19.94608 14.17854 17.50560 -0.246 0.357 0.636 0.35
C 26.90732 15.79728 13.89124 0.768 0.972 -0.592 0.21
O 24.35032 9.74448 16.35206 -0.747 -2.706 -0.039 -0.32
N 21.47988 19.63624 14.39948 1.757 1.049 -0.492 1.05
H 20.07468 13.48108 22.73432 0.263 -0.088 -0.015 0.33
C 22.97912 13.58944 10.62932 0.803 -0.129 0.462 1.93
H 13.13726 11.85800 16.27073 0.199 -0.511 0.033 0.26
H 24.00940 12.10872 21.78580 0.918 0.775 0.263 0.45
H 21.08982 22.07096 16.15140 0.389 0.100 -0.126 0.30
H 22.53520 18.39594 16.62876 -0.494 0.601 0.601 -0.12
H 21.03872 13.98588 14.90960 1.160 0.093 0.039 0.03
H 21.43804 15.52442 8.95082 0.370 0.133 -0.023 0.43
H 23.94762 20.65767 14.14118 0.481 -0.418 0.297 -0.27
H 23.73640 12.17964 15.98042 -0.283 0.169 0.088 -1.41
C 23.33974 13.13362 9.19099 0.192 -0.338 -0.032 -2.06
H 22.85974 15.47154 11.67958 -0.321 -0.128 0.388 -0.88
O 17.80840 12.44894 20.17848 0.189 -0.474 -2.326 0.11
H 21.68604 14.37834 20.71760 -0.453 0.297 -0.224 -0.30
H 28.23694 19.61564 13.85416 -0.081 -0.017 -0.241 0.42
H 16.29284 19.66916 18.63356 -0.419 0.154 0.229 0.37
H 18.42046 13.86220 14.52286 -0.330 0.150 0.229 0.29
H 23.82610 16.50280 18.02116 0.300 -0.434 0.003 -0.96
H 23.71686 15.67424 10.26256 0.403 -0.594 -0.525 0.54
H 21.61422 11.36918 12.25522 0.328 -0.174 0.656 0.30
H 30.37864 16.21630 11.72310 -0.042 0.480 0.082 0.49
H 19.64726 15.37886 10.14700 -1.007 -0.439 0.615 0.32
O 21.81260 11.61924 11.34984 0.007 -0.900 -1.686 -0.72
H 25.10720 17.14322 11.98258 0.425 -0.322 0.435 -0.20
H 20.70428 11.78766 22.46828 -0.110 0.102 0.429 0.51
C 28.08680 15.30256 12.87772 -2.597 1.423 2.102 -1.53
H 19.12911 13.72610 18.06772 -0.317 -0.045 -0.127 0.62
H 18.24447 17.31233 17.11644 -0.028 0.102 -1.328 -0.01
C 28.17598 16.19126 11.62408 0.657 -1.953 -1.664 1.63
H 20.58482 20.55226 16.78222 -0.073 -0.240 0.002 0.24
H 23.18814 12.05758 9.10592 -0.330 0.015 -0.200 0.36
H 27.37884 16.11322 9.56480 0.084 0.339 0.021 0.44
H 23.90340 10.85944 17.98272 -0.145 0.132 0.388 0.08
H 19.76326 21.81716 14.28680 -0.417 -0.091 0.326 0.41
H 22.02844 9.45678 14.22332 0.151 -0.221 -0.033 0.36
C 26.32332 16.43460 18.83252 -1.497 -0.309 0.713 -1.58
H 25.07650 13.55442 11.25534 0.039 0.089 -0.075 0.21
H 18.86159 20.31220 13.76666 -0.182 0.394 0.274 0.33
H 27.76674 14.27562 12.70144 0.441 0.008 -0.733 0.39
H 10.81952 14.04152 13.19410 0.434 0.264 -0.567 0.32
C 23.79338 16.70826 19.09113 -0.177 -0.296 0.108 -0.72
H 26.18574 15.77632 10.78324 -0.078 -0.615 -0.032 -0.11
H 19.27294 21.65120 12.64180 -0.100 -0.300 -0.211 0.42
H 20.33972 15.52564 11.75012 0.167 -0.315 0.299 -0.05
H 16.94288 17.34195 18.97427 0.257 -0.469 0.435 0.00
H 29.69112 16.29065 10.08024 0.239 -0.082 -0.026 0.44
H 18.89946 15.52798 16.08320 0.096 0.591 1.243 0.13
C 23.07820 19.15554 16.06640 0.735 -0.484 0.263 -1.71
C 25.23284 17.11944 21.12288 1.336 -0.530 -0.944 -1.73
H 17.43612 13.73994 25.15690 -0.231 0.032 0.140 0.36
H 16.83342 21.29612 21.15614 0.272 -0.064 -0.281 0.31
C 27.22722 15.59996 10.51436 0.118 1.290 0.254 -1.41
H 12.66934 15.03038 14.79282 -0.594 0.355 0.052 0.45
C 22.29860 20.30352 15.45270 -0.759 0.760 -0.117 2.04
H 11.93816 12.36134 17.16896 -0.145 0.353 -0.016 0.31
H 27.50114 14.56838 10.29318 -0.384 -0.127 0.436 0.48
H 18.32164 14.55736 23.96694 1.164 -0.578 -0.217 0.36
H 20.23290 15.03966 18.10918 0.318 -0.118 -0.056 -1.08
H 22.40156 14.08208 19.15490 0.118 -0.105 -0.157 -0.52
H 22.00686 21.26192 17.46168 0.316 0.144 -0.167 0.47
C 20.46060 13.50094 10.80526 -1.538 0.693 -1.470 1.77
H 29.06002 15.27894 13.36798 -0.155 0.158 0.307 0.43
H 15.27472 20.44173 21.18084 -0.197 0.543 0.611 0.31
H 21.34016 22.03678 12.02738 0.090 -0.022 -0.155 0.42
H 19.00949 12.16384 24.54888 0.406 -0.790 -0.434 0.35
H 10.12622 12.56120 13.53828 0.167 -0.475 0.683 0.27
C 26.83822 17.34944 14.07416 2.069 -1.697 -0.051 -1.55
N 18.68508 13.62654 15.46866 1.023 -0.742 0.156 -0.12
C 18.17350 12.28280 23.85964 0.417 -0.504 -0.571 -1.34
O 20.58084 18.71910 14.93690 -1.496 0.571 0.326 -0.21
C 21.47692 21.12088 16.51968 -0.353 -1.020 -0.372 -1.80
H 15.69078 13.30744 23.57416 -0.151 -0.115 -0.216 0.37
C 19.59728 21.07352 13.50734 0.275 0.391 0.613 -1.88
H 24.28838 17.56630 21.43340 0.265 -0.136 0.255 0.31
H 18.50370 15.12234 21.55720 0.156 -0.048 0.170 0.31
H 25.89036 13.03056 14.90718 -0.672 -0.045 -0.562 0.48
H 19.81772 11.95502 9.54180 0.396 -0.335 -0.595 0.37
H 20.73650 13.18532 8.59447 -0.024 -0.190 0.089 0.34
C 17.70964 13.66592 24.10438 -1.002 1.243 0.390 -0.50
H 27.73548 17.55606 14.65756 0.146 0.358 0.134 0.56
O 20.54754 9.66288 16.65736 0.894 -0.427 0.014 -0.47
H 23.61054 16.35296 15.67454 -0.234 -0.092 0.683 -0.64
H 23.91934 19.53338 16.64764 -0.050 -0.064 0.301 0.74
H 16.53426 20.16725 22.48022 -0.249 -0.111 -0.122 0.22
H 17.03593 15.95982 21.13372 -0.399 -0.135 0.398 0.62
H 14.71870 13.07496 21.59002 0.121 -0.562 -0.332 0.46
H 21.35886 10.59406 18.42784 0.114 0.128 -0.221 0.05
C 22.45672 16.16224 19.67224 0.882 0.432 0.443 0.87
H 27.03932 15.40916 14.90120 0.180 -0.369 -0.086 0.70
H 17.08980 11.92114 19.82263 0.241 -0.209 -0.829 0.27
C 16.51892 13.93996 23.25446 -0.845 0.691 -1.101 -1.59
H 26.51716 20.10842 13.56418 -0.048 -0.231 0.941 0.09
H 29.20656 18.83867 10.97218 0.103 0.006 0.131 0.35
N 28.08130 17.62788 11.91392 0.152 -0.556 1.565 0.30
C 18.51260 11.99428 22.37024 -0.363 -0.541 0.710 1.81
H 15.38228 13.47982 19.95228 0.306 -0.336 0.109 0.26
C 19.96552 12.54072 22.19404 -1.206 -0.122 -1.405 -1.31
H 19.48947 9.75116 12.68350 -0.144 0.048 0.034 0.44
H 17.91840 13.32192 16.05135 -0.122 0.218 -0.246 0.02
C 22.84546 15.14008 10.64130 0.589 -0.201 0.296 0.21
C 25.72380 12.01322 15.26130 1.078 -0.306 0.333 -2.16
C 22.89264 15.61008 15.32688 1.586 0.504 -1.479 -0.01
H 19.14134 9.91354 22.81160 0.161 0.135 0.012 0.42
C 21.92182 21.35262 12.64520 0.149 0.069 0.312 -1.24
C 26.94770 18.14782 12.76392 1.428 0.196 0.511 2.20
N 21.76362 12.98722 11.22958 -0.770 2.429 0.434 1.38
H 23.02612 15.70066 14.24888 -0.193 -0.121 -0.543 -0.07
H 21.02986 17.89266 15.12916 0.574 -0.321 -0.248 0.08
C 24.73280 12.02476 16.39434 0.614 -0.086 -0.367 2.88
H 27.49580 20.23939 12.29332 0.841 -0.316 -0.253 0.50
O 11.53060 13.25566 14.90980 -0.254 -0.365 0.354 -0.28
C 23.76788 12.67022 20.88332 -0.428 -0.606 -1.439 -1.57
H 19.11291 17.53508 20.17714 0.418 -0.648 -0.043 0.44
C 19.98306 13.01766 9.36408 0.701 -0.894 0.824 -1.81
H 20.61408 19.76372 11.19984 0.086 0.092 -0.119 0.42
N 25.08834 13.15320 17.21426 -1.250 0.802 0.548 0.07
C 12.72912 13.97744 15.06822 0.224 0.183 -0.662 -0.89
C 18.47912 10.45030 22.13230 0.018 0.379 -0.305 -1.75
H 17.38588 11.59180 24.16012 -0.150 0.030 0.198 0.41
H 19.27416 11.96494 11.78948 -0.274 0.045 -0.117 0.25
C 20.44470 10.70622 14.38224 -0.753 -1.553 -0.859 2.44
H 25.58348 11.24798 14.49788 -0.099 0.252 -0.051 0.25
H 24.25866 13.27044 17.77820 0.028 0.816 0.577 -1.01
H 25.63302 10.58022 17.73182 0.346 -0.041 0.111 0.49
C 19.52464 14.63676 16.13774 -0.817 0.541 -1.535 0.77
O 21.59038 15.94766 15.67640 -1.121 -1.106 0.183 1.48
H 20.98106 8.83690 18.49166 0.393 0.046 -0.251 0.39
H 16.22808 14.98004 23.40188 -0.358 0.046 -0.011 0.41
C 20.46310 15.03674 10.78376 -1.056 0.386 -0.891 -1.15
C 21.57534 15.68376 10.02032 1.076 -0.324 1.267 -1.18
H 14.79268 15.19286 16.19868 0.284 0.281 0.106 0.39
H 19.65248 18.85104 12.30874 0.089 -0.137 0.269 0.46
H 18.36300 13.51082 11.52772 -0.031 -0.283 -0.876 0.53
N 17.64566 18.11094 17.27058 -0.582 0.087 -0.977 -0.71
H 19.02058 13.34338 8.96958 -0.020 0.680 0.521 0.39
H 23.35534 8.61180 17.84911 0.064 0.233 0.065 0.25
C 29.58468 15.85080 11.07186 0.327 0.787 0.006 -2.14
C 20.36294 10.85290 15.86978 -0.266 -0.507 1.542 0.63
H 21.17656 11.53884 16.10562 -0.156 0.555 0.513 -0.68
H 17.73838 14.85184 20.02808 -0.117 -0.365 -0.007 0.01
H 22.86002 14.17410 22.89622 0.103 -0.473 -0.286 0.37
H 24.58904 14.59028 22.77054 -0.049 -0.064 0.366 0.37
C 23.29496 21.27960 14.75384 -0.050 -1.516 -0.545 -0.72
H 25.81024 12.95236 17.89148 0.385 -0.188 -0.010 0.40
H 20.73834 13.43012 17.52254 0.183 0.138 -0.346 -0.53
H 25.67258 18.49322 11.09122 -0.032 0.314 -0.069 0.50
H 15.51098 13.62502 16.13780 -0.485 -0.601 -0.066 0.40
H 23.79264 7.65542 16.43932 -0.575 0.718 -0.821 0.31
C 17.11148 19.36467 19.28562 0.306 0.951 1.204 -1.12
H 13.48328 13.61840 14.36792 0.296 -0.577 -0.101 0.39
C 20.92214 20.37206 13.24090 -1.030 -0.736 0.305 1.41
H 25.01884 8.06122 17.42982 0.363 0.574 0.646 0.39
H 11.78040 12.53560 12.93614 0.348 0.072 0.112 0.31
C 16.75350 13.78742 21.71254 -0.668 1.730 -0.098 2.17
H 25.94058 16.10931 17.86516 0.291 -0.116 -0.090 0.12
H 25.90952 15.48278 13.58530 0.101 -0.459 -0.475 -0.45
C 17.67610 18.09888 18.69574 -0.036 -0.252 1.149 1.22
C 24.68334 10.75976 17.22784 -0.214 0.499 -0.562 -0.36
H 23.49638 18.49996 15.30256 0.273 0.503 -0.570 -0.03
H 24.38506 13.28026 8.91914 0.334 0.137 0.641 0.45
H 23.25342 14.60478 15.54444 -0.367 -0.112 0.690 0.12
H 25.75614 16.53765 21.88168 -0.474 -0.007 0.429 0.27
C 23.61352 14.68012 22.29266 0.230 1.062 -0.027 -1.64
H 19.75588 18.61365 18.98552 -0.018 0.286 -0.164 0.64
H 21.40628 18.55154 12.22338 0.019 -0.066 -0.112 0.39
H 20.12598 11.67350 13.99378 0.353 0.285 0.098 -1.32
H 18.73918 10.19096 21.10604 0.457 0.203 -0.066 0.11
N 12.92558 12.50734 17.01480 0.704 -0.838 0.026 -0.68
C 20.66416 14.97890 15.15798 -0.930 -0.683 0.630 -1.16
C 19.41904 9.72292 13.77084 0.254 0.193 0.609 -2.09
H 14.84882 14.66808 21.06778 0.283 0.426 0.042 0.42
C 22.67762 22.14580 13.69880 -0.198 1.742 0.350 -1.12
H 25.98740 17.86518 20.87268 -0.399 0.570 0.125 0.54
C 23.74314 14.23110 20.82646 -1.081 -0.532 0.948 1.77
C 25.09440 16.25262 19.84156 -0.699 -0.833 -0.372 1.70
H 26.00704 17.56815 14.74454 -0.315 0.480 -0.509 0.17
C 16.33376 20.36614 21.42744 -0.204 -1.066 -1.287 -0.81
N 21.77792 10.37004 13.87218 -0.439 0.500 0.218 -0.58
H 23.73538 17.79541 19.14422 0.131 0.174 0.050 0.52
C 25.61674 18.09888 12.10586 -1.165 0.887 -1.111 -0.78
C 20.68136 9.80732 18.09598 -0.998 -0.382 -1.284 -0.83
H 21.65394 16.37122 18.96514 0.071 -0.157 -0.090 -0.89
H 23.32472 15.73066 22.32556 0.151 0.116 0.104 0.38
N 17.37712 12.53648 21.45750 1.878 -1.478 3.995 -0.26
C 22.49946 14.68292 20.05906 -0.084 -0.150 -0.064 -0.48
H 19.36574 11.20980 16.12730 0.179 0.681 0.027 0.41
H 23.39084 22.89520 13.35556 0.886 -0.787 -0.979 0.55
H 24.31290 12.27438 20.02635 0.547 0.019 0.214 0.29
H 26.68832 11.85616 15.74412 0.367 -0.547 -0.033 0.48
C 19.32948 13.05226 11.73690 0.338 0.201 0.913 -1.51
H 17.48992 10.00210 22.22560 -0.245 0.426 0.417 0.49
H 19.68668 9.94646 18.51948 -0.128 0.531 0.137 0.43
H 22.50810 20.73357 11.96612 0.802 0.391 0.142 0.46
H 14.92582 14.28362 17.69834 0.245 -0.090 -0.084 0.00
N 24.88748 14.76676 20.12626 0.282 0.399 -1.685 1.39